# 1
Computed, not measured: 6 unconnected molecules or ions with the total composition C47H54BClF5NO3P at a distorted geometry, with ωB97M-V/def2-TZVPD.

Element x y z (Å)
1 C 1.383 6.772 4.228
2 C 4.902 5.606 -2.867
3 H 0.401 2.853 3.895
4 H -1.670 -3.570 3.205
5 H -2.797 -2.128 3.099
6 H -4.985 2.976 -7.112
7 O -1.296 -1.943 -1.121
8 H -5.020 -1.722 1.560
9 C -4.754 1.923 -7.233
10 C 5.181 -1.165 2.231
11 H 5.221 6.623 -2.666
12 H 5.482 -5.022 2.245
13 H -4.885 -2.580 -0.111
14 C -4.828 -0.331 -6.415
15 H -4.801 0.663 0.247
16 H 0.582 -0.170 -0.560
17 H -5.289 -0.050 -2.081
18 H 5.866 -11.390 1.531
19 H 2.868 6.157 -3.334
20 Cl -2.680 4.290 -0.798
21 C 1.774 1.514 2.547
22 C 5.799 -9.395 0.731
23 C -4.314 -0.330 -0.103
24 H 4.676 -3.839 0.208
25 H 6.838 4.754 -2.474
26 H -1.772 2.542 2.389
27 C 1.848 0.666 1.259
28 H -3.842 1.786 -2.473
29 C -4.148 -0.779 -7.537
30 H -1.391 -3.769 0.798
31 H -7.900 3.087 0.627
32 C -2.173 -2.980 1.114
33 C 2.972 4.987 3.918
34 C -0.816 2.013 2.061
35 H 3.742 1.979 -3.558
36 H 2.801 0.131 0.910
37 H -4.025 -1.370 -2.133
38 H 1.079 5.103 2.905
39 H -2.873 -0.242 1.594
40 C 4.947 -3.286 1.100
41 C -7.268 -0.150 1.064
42 C -7.529 2.140 1.160
43 H -5.676 1.336 -5.371
44 P -1.445 2.949 -1.910
45 C -3.241 0.820 -2.328
46 H -3.914 -1.833 -7.636
47 N -2.060 0.942 0.012
48 H -8.191 -0.423 1.685
49 H -7.346 -2.309 0.373
50 C 5.726 -3.211 3.380
51 C 0.584 0.484 0.392
52 C -4.224 -0.307 -1.721
53 C -1.835 -2.577 2.638
54 H 6.109 2.431 -2.926
55 H 4.461 -10.844 3.496
56 C 2.238 7.378 5.146
57 H 0.430 7.234 3.990
58 H 5.537 -7.325 0.178
59 F 4.420 -1.267 0.000
60 H 6.416 -9.634 -0.129
61 O 0.174 3.250 -1.416
62 H 0.760 3.320 -2.209
63 C 4.081 2.991 -3.366
64 C 3.586 5.351 -3.235
65 H 4.131 7.237 6.174
66 C -3.774 0.132 -8.519
67 F 4.072 -6.556 2.175
68 C 5.393 -3.943 2.242
69 H -6.515 2.320 1.666
70 H 3.276 4.061 3.444
71 H -6.387 0.152 1.757
72 C 5.617 -1.824 3.376
73 H 5.872 -1.256 4.264
74 B -2.088 -1.704 0.083
75 C -0.771 1.116 0.774
76 H -3.192 -3.484 1.025
77 H 1.954 8.312 5.619
78 F -5.192 -1.208 -5.470
79 C -4.075 1.483 -8.365
80 C 3.189 4.046 -3.477
81 H 5.100 -0.084 2.208
82 C 3.457 6.784 5.456
83 H 6.070 -3.726 4.271
84 C 0.453 2.212 2.944
85 H -3.248 -0.210 -9.404
86 H -3.779 2.193 -9.130
87 H -2.901 0.471 -3.369
88 C -1.921 1.131 -1.470
89 H -0.930 -1.892 2.735
90 H -0.547 -2.547 -0.908
91 H -1.063 0.503 -1.911
92 C 5.314 -8.102 0.900
93 H -8.326 1.900 1.962
94 C 4.848 -1.903 1.106
95 C -2.796 -0.291 0.439
96 C 1.748 5.576 3.617
97 H 3.620 -8.520 3.807
98 C -6.730 -1.372 0.153
99 H -2.653 1.745 0.336
100 H -6.931 -1.100 -0.951
101 C 4.536 -7.807 2.008
102 O -7.485 1.023 0.205
103 F 4.989 5.025 5.132
104 C 4.227 -8.779 2.947
105 C -5.154 -1.593 0.427
106 C 4.703 -10.074 2.772
107 C 5.809 4.555 -2.757
108 H 2.709 1.614 3.202
109 C 5.400 3.248 -3.009
110 C 5.491 -10.380 1.664
111 F 1.910 3.797 -3.828
112 C 3.812 5.596 4.837
113 C -5.138 1.011 -6.255

Computed properties:
Multiplicity ... 1
Total energy ... -93312.4272 eV
Total charge ... +1
Kohn-Sham gap ... 8.15 eV
Molecular weight ... 853.2 Da


# 2
Computed, not measured: a molecular structure, C47H54BF24Li2O25 at a distorted geometry, with ωB97M-V/def2-TZVPD.

Element x y z (Å)
1 O -1.566 0.318 2.706
2 H 6.554 2.066 -5.699
3 F -5.403 -11.315 1.367
4 H 3.444 2.843 12.264
5 C 2.985 2.027 -12.847
6 H -1.211 12.668 3.354
7 O -10.315 5.535 1.610
8 C -3.879 -12.505 2.842
9 H -6.678 7.387 -0.689
10 H 6.099 1.189 -13.625
11 H 4.281 -4.868 3.977
12 F -1.087 6.881 -5.643
13 Li -2.634 4.343 7.750
14 F -7.331 -12.887 3.384
15 O -4.103 -1.087 2.221
16 C 0.560 10.796 5.383
17 O 5.367 -4.956 5.789
18 H -6.512 -5.028 -7.413
19 C -4.605 -11.207 2.371
20 H -7.636 6.558 1.700
21 C -0.756 10.091 5.091
22 C -3.471 -5.441 7.648
23 C -1.767 -0.531 1.816
24 C -6.573 -4.102 -7.985
25 H -9.030 8.277 -1.483
26 H 5.271 -3.371 4.483
27 F 10.260 5.081 -8.764
28 H 4.851 0.317 -14.528
29 H 0.685 3.940 -2.693
30 C 1.692 5.725 -0.711
31 C 0.915 5.941 -2.007
32 O -4.990 -2.354 -7.926
33 H 5.517 1.600 12.602
34 H -4.165 -5.200 6.842
35 H 4.764 3.153 -13.360
36 C 4.192 2.305 -13.737
37 C 3.521 2.348 10.034
38 H -6.403 -0.981 -7.649
39 H -7.740 6.294 -1.427
40 H -5.683 -1.545 -6.151
41 O 2.989 0.386 -10.893
42 F -7.241 -14.643 4.542
43 F -3.351 -13.021 1.730
44 C 9.326 4.546 -8.026
45 F 8.548 5.549 -7.605
46 C 5.027 1.007 -13.702
47 H -2.369 5.445 -5.613
48 H 6.668 -4.437 2.838
49 H -7.390 -3.252 -6.140
50 O -5.554 -13.171 4.519
51 O -3.073 -2.170 8.804
52 C -2.902 -3.389 8.560
53 F 2.551 4.713 -0.751
54 H -2.139 -4.994 6.105
55 C 8.996 2.836 -4.621
56 C 4.802 0.624 10.812
57 C -1.303 5.613 -5.763
58 C -0.605 -2.692 -1.893
59 H 1.383 10.141 5.099
60 C 0.054 4.791 -2.436
61 H 8.052 -4.289 4.883
62 H 4.531 3.865 11.221
63 F -6.975 -12.903 6.897
64 H -3.285 -5.083 9.774
65 C -7.651 6.919 -0.539
66 F -2.843 -12.239 3.606
67 H 2.105 1.842 -13.464
68 O -0.804 5.206 -3.507
69 F 8.710 0.608 -3.777
70 H 4.300 -0.057 11.499
71 C -3.095 -1.301 1.582
72 O -2.866 -2.126 0.621
73 C 6.878 1.374 -4.922
74 C -7.130 -2.919 -7.145
75 F 10.848 4.150 -6.278
76 H -3.874 -10.479 2.018
77 C 6.645 -5.350 5.986
78 C -8.808 7.899 -0.485
79 C -0.526 4.746 -4.782
80 C 6.428 -5.049 3.708
81 O -9.932 7.279 0.209
82 O 0.248 -4.753 -0.852
83 O 8.826 3.670 -5.789
84 H 8.122 -6.069 4.658
85 H 1.042 5.437 0.115
86 C -8.015 6.135 0.770
87 C 5.158 -4.456 4.478
88 C 4.102 2.878 11.396
89 H -8.589 -13.115 5.935
90 H -1.343 -5.753 7.555
91 H -8.023 -2.577 -7.668
92 B -1.569 -1.939 0.043
93 F 9.964 2.431 -7.272
94 H -3.480 -6.506 7.879
95 C -0.349 -3.675 -0.740
96 C -5.095 -3.686 -8.259
97 H 3.891 2.484 -14.770
98 C 9.754 3.701 -6.837
99 O -0.272 -2.882 -3.079
100 O 4.597 0.297 -12.506
101 H 6.178 -6.048 3.351
102 C -3.741 -4.599 8.911
103 F 6.248 1.797 -3.855
104 H 1.111 12.824 5.181
105 F 0.763 4.682 -5.060
106 O -1.469 -1.817 -1.395
107 H -4.324 -14.498 3.743
108 H -8.400 8.843 -0.124
109 O -1.551 10.948 4.479
110 H -7.120 -4.241 -8.918
111 H 5.707 0.154 10.428
112 H -0.722 4.402 -1.777
113 H -4.758 -4.323 9.190
114 C -4.824 -13.593 3.399
115 O 2.752 2.988 9.226
116 C -7.623 -12.651 5.737
117 H 8.680 3.991 -8.706
118 O -1.046 8.853 5.235
119 C 8.391 1.393 -4.781
120 C 3.444 0.768 -11.981
121 F 2.411 6.785 -0.284
122 C -2.094 -5.051 7.193
123 C 5.238 1.880 11.587
124 C -6.939 -13.351 4.553
125 H -7.786 5.071 0.702
126 C -6.008 -1.861 -7.142
127 Li 0.826 -3.972 -9.112
128 O -1.814 -3.790 7.773
129 F -7.770 -11.317 5.665
130 H 1.058 12.098 3.629
131 F -1.068 5.251 -7.050
132 F 0.140 7.072 -2.074
133 C 0.536 12.116 4.585
134 C -1.004 12.300 4.359
135 H 2.743 2.903 -12.245
136 O -0.829 -3.169 0.337
137 O -0.987 -0.823 0.816
138 H 6.152 2.330 11.200
139 F -0.982 3.545 -4.794
140 C -9.529 6.199 0.925
141 H -5.406 -14.014 2.579
142 F 6.435 0.131 -5.261
143 F -5.214 -10.401 3.285
144 O -4.023 -4.337 -8.519
145 O 3.916 1.065 9.703
146 F 8.830 0.664 -5.819
147 H 0.554 10.890 6.469
148 H 8.433 3.275 -3.796
149 O 7.014 -5.721 7.136
150 C 7.470 -5.200 4.743
151 H -1.440 12.936 5.129
152 H 10.014 2.817 -4.231
153 F 1.911 5.908 -2.945

Computed properties:
Energy above the lowest of the compared OMol25 structures with the same formula, charge and spin ... 206.4 kcal per mole
Multiplicity ... 1
Total energy ... -167100.7114 eV
Total charge ... +1
Kohn-Sham gap ... 5.45 eV
Molecular weight ... 1499.6 Da


# 3
Computed, not measured: a molecular structure, C47H55B2N2NiO4, with ωB97M-V/def2-TZVPD.

Element x y z (Å)
1 H -0.916 6.614 -0.303
2 C 0.528 5.698 1.857
3 H 3.910 -5.857 -2.624
4 H 3.794 3.116 3.353
5 C 2.375 2.705 1.836
6 H -3.485 4.115 2.715
7 H -0.475 3.958 1.137
8 C -5.187 0.537 -3.637
9 C -3.178 2.859 0.243
10 H 4.326 -4.766 1.911
11 H 6.225 -6.639 -0.869
12 C 3.644 -4.259 1.240
13 C 2.226 2.942 -1.675
14 C -0.859 0.772 2.345
15 H 2.352 -4.458 -1.906
16 H -2.525 -3.934 2.788
17 C -5.182 0.285 1.898
18 C 4.171 -6.049 -0.465
19 O 1.436 -1.332 1.000
20 H -3.403 3.920 0.117
21 H 2.616 -6.753 -1.823
22 C -1.250 5.653 0.092
23 H 4.200 -7.500 -2.056
24 C 3.690 -6.563 -1.822
25 H 2.497 1.953 5.151
26 H 3.450 1.729 -2.881
27 C -3.003 -1.408 1.569
28 N 0.717 2.137 0.150
29 N -1.534 0.541 1.283
30 H 5.859 -4.959 -1.296
31 C 1.299 3.182 -0.635
32 H 0.359 0.881 4.532
33 O 1.071 -2.152 -1.109
34 C -4.485 -0.423 -5.754
35 H 1.235 6.580 -0.826
36 H -3.527 2.324 -0.640
37 H 3.733 -0.183 -1.359
38 C -2.925 -0.232 -3.985
39 H -5.940 0.978 -2.998
40 C 1.152 2.087 1.428
41 H -6.031 0.950 2.013
42 H -1.703 5.094 -0.726
43 H -2.018 -2.578 -0.728
44 C 2.760 4.021 -2.376
45 C 3.955 -7.162 0.568
46 C 2.844 2.644 3.122
47 C -2.843 -0.019 1.489
48 C -3.185 -0.623 -5.278
49 H -6.463 0.288 -5.346
50 C -1.976 -3.212 0.158
51 H -4.911 2.669 1.431
52 B 0.718 -1.085 -0.219
53 C 3.429 -4.779 -0.038
54 H -6.346 -1.496 2.178
55 B -1.997 0.248 -1.985
56 H -0.775 -3.863 2.564
57 H 2.695 0.586 -0.157
58 C -1.677 -3.256 2.661
59 C -3.287 3.041 2.754
60 C -3.904 0.334 -3.186
61 H 1.800 -0.222 -3.023
62 H -2.412 -1.066 -5.892
63 C 2.426 5.329 -2.079
64 C 0.946 1.394 3.778
65 C 1.948 -2.959 -0.452
66 C 3.370 0.779 -0.986
67 C -3.936 0.844 1.635
68 H 6.068 -5.410 0.394
69 H 3.197 -2.704 2.684
70 H 1.176 1.321 -3.664
71 C 0.943 4.517 -0.348
72 C 3.020 -3.096 1.692
73 C 2.166 -2.464 0.818
74 H -2.020 5.852 0.841
75 H -1.116 -3.875 0.049
76 C 5.672 -5.746 -0.564
77 O -1.760 -0.310 -3.290
78 Ni -0.475 0.573 -0.575
79 C -0.083 4.883 0.714
80 H 2.891 -7.346 0.725
81 H 3.470 3.813 -3.169
82 H -2.096 2.744 0.284
83 H -2.882 -3.824 0.192
84 H 0.908 6.657 1.495
85 H -2.205 2.914 2.812
86 H 1.348 5.163 2.333
87 C 0.439 1.411 2.468
88 H 2.963 3.210 1.082
89 C -5.362 -1.085 1.986
90 C 2.690 1.564 -2.108
91 H 4.225 1.336 -0.597
92 H -0.228 5.906 2.619
93 O -3.375 0.630 -1.967
94 C -1.843 -2.370 1.427
95 H -4.730 -0.716 -6.767
96 C 1.544 0.808 -2.775
97 H 0.708 0.768 -2.066
98 H -3.726 2.646 3.672
99 C -3.864 2.357 1.510
100 C 1.517 5.561 -1.066
101 H 4.419 -8.089 0.222
102 C 2.132 1.989 4.134
103 H -1.290 0.469 3.305
104 H -4.404 -2.994 1.871
105 C -5.466 0.145 -4.950
106 C 2.558 -4.107 -0.906
107 H -0.940 -1.770 1.340
108 H 2.860 6.152 -2.634
109 C -4.275 -1.919 1.813
110 H 4.395 -6.910 1.534
111 H -1.587 -2.659 3.570

Computed properties:
Multiplicity ... 3
Total energy ... -103204.5384 eV
Total charge ... -1
Kohn-Sham gap (spin up / spin down) ... 6.33 / 6.92 eV
Molecular weight ... 792.3 Da


# 4
Computed, not measured: a molecular structure, C47H56BN7O5PSSbTeTi at a distorted geometry, with ωB97M-V/def2-TZVPD.

Element x y z (Å)
1 C 4.763 1.645 1.452
2 N -1.728 0.285 -0.412
3 H 3.742 4.020 -0.603
4 H 3.927 3.676 -4.361
5 H 4.052 5.535 7.016
6 C 2.107 2.257 -1.893
7 H 1.847 -0.217 -4.886
8 N -0.216 -0.614 1.869
9 C 6.230 -2.262 1.142
10 C -2.451 4.254 4.722
11 C -1.424 1.228 -1.346
12 H 1.551 4.841 -1.649
13 H -3.902 3.447 -0.749
14 C -2.540 5.487 4.110
15 H -2.898 6.336 4.680
16 N 1.493 1.413 -1.430
17 H -2.275 6.648 2.316
18 C 1.656 4.038 1.576
19 H 4.013 1.995 -3.798
20 C 2.281 5.985 2.750
21 H 7.302 -2.385 0.966
22 H 2.545 5.411 -3.004
23 H -4.763 -3.858 -3.624
24 H 2.275 -3.416 -0.023
25 H 6.096 -1.560 1.967
26 N -2.316 -1.870 -2.454
27 C -1.619 3.360 2.598
28 C 2.782 -1.937 -3.969
29 C -4.022 -2.111 -4.624
30 C 2.896 3.347 -2.494
31 H -4.213 -3.975 -0.953
32 H 1.671 5.994 0.668
33 H 6.738 2.432 1.635
34 H -2.541 -1.510 1.235
35 C 2.517 5.246 3.917
36 C -4.065 -3.028 -3.598
37 H -1.739 -0.917 4.836
38 C -3.339 -0.790 1.072
39 O 4.004 0.785 0.538
40 H -1.869 1.416 5.104
41 H -4.134 -1.297 0.517
42 H -4.650 1.527 0.635
43 S -0.507 -2.551 3.498
44 C -3.103 -1.071 -4.564
45 H 2.513 2.621 -4.514
46 H 3.298 7.976 4.475
47 C -2.883 0.381 0.255
48 H 0.999 5.584 6.196
49 H -2.526 -3.530 -0.601
50 H -2.739 4.108 5.758
51 C 1.890 3.298 2.709
52 C 1.845 -0.913 -4.053
53 C 1.967 4.569 -2.621
54 Sb -0.734 0.574 -3.369
55 C 6.228 1.632 1.094
56 H -2.899 -4.853 -1.726
57 C -3.705 1.494 0.107
58 C 0.220 -1.841 2.139
59 H 1.147 4.367 -3.313
60 H 6.369 1.803 0.024
61 N -1.180 2.136 2.092
62 C -0.914 -0.112 2.977
63 O 1.176 3.200 0.575
64 H 1.059 7.084 5.251
65 C 4.087 3.654 -1.573
66 B 1.113 1.927 1.160
67 C 3.830 7.152 4.956
68 H 5.814 -3.225 1.445
69 C 1.571 -3.659 -0.826
70 H 5.976 -0.803 -0.439
71 H 1.883 6.992 6.823
72 N -1.751 1.865 4.212
73 C -1.983 3.204 3.937
74 H -1.871 3.146 -2.181
75 O 4.120 -1.639 -0.012
76 C 3.366 2.872 -3.882
77 C 2.316 3.861 3.889
78 H 4.702 2.763 -1.417
79 C 1.635 6.432 5.916
80 H 4.506 4.505 5.652
81 C 1.699 -2.676 -1.957
82 H 4.682 6.874 4.328
83 H 0.681 -2.468 1.390
84 C -1.172 -1.035 3.921
85 H -3.759 -0.472 2.028
86 H 2.491 3.237 4.759
87 C -3.300 2.548 -0.678
88 C -1.290 1.292 3.071
89 C 1.855 5.398 1.557
90 C 2.919 5.944 5.223
91 Te 3.227 -1.125 3.198
92 H 3.557 -2.042 -4.720
93 O 1.595 1.971 2.455
94 H 2.423 7.060 2.763
95 P 3.372 -0.615 0.913
96 C -3.210 -3.866 -1.378
97 C -2.184 5.663 2.760
98 H 4.218 7.532 5.904
99 H 6.699 0.684 1.367
100 H 4.340 2.642 1.346
101 H 3.360 -3.688 -2.860
102 C -2.149 2.399 -1.448
103 C -3.198 -2.878 -2.515
104 H -3.041 -0.339 -5.361
105 H 0.553 -3.653 -0.440
106 C 0.881 -0.826 -3.061
107 H -4.696 -2.200 -5.469
108 Ti 0.370 0.227 0.089
109 H 1.808 -4.666 -1.168
110 H 5.710 -2.474 -0.937
111 H 3.003 4.200 6.554
112 N 0.830 -1.656 -2.009
113 C 2.684 -2.842 -2.928
114 C -2.262 -0.993 -3.461
115 C 5.571 -1.765 -0.126
116 H 4.701 4.426 -2.042
117 C 3.661 4.981 6.160
118 O 1.945 -0.604 0.195
119 C -1.727 4.613 1.991
120 H 4.602 1.314 2.472
121 H -1.448 4.754 0.953

Computed properties:
Energy above the lowest of the compared OMol25 structures with the same formula, charge and spin ... 3.1 kcal per mole
Multiplicity ... 1
Total energy ... -128056.0327 eV
Total charge ... +2
Kohn-Sham gap ... 5.96 eV
Molecular weight ... 1170.1 Da